9
Properties=species:S:1:pos:R:3:forces:R:3 method="wB97M-V/def2-TZVPD" de_lowest_ev=3.118 gap_ev=9.97 smiles="O=C/N=C(/F)C#[N+][O-]" mol_weight_g_mol=116.051 spin_multiplicity=1
O -4.4341 -1.4609 -0.1617 -1.92 -2.35 -0.11
N -3.6470 -0.6219 -0.1413 0.95 1.48 0.12
C 0.4008 0.0120 -0.7177 1.11 -0.54 0.71
O 0.9496 -0.2171 -1.7794 -1.11 0.19 1.76
N -0.5973 0.9389 -0.5043 -2.64 0.52 0.57
C -2.9592 0.3005 -0.0832 1.06 0.13 -0.03
F -2.1875 2.4186 0.0950 0.46 -1.10 -0.10
H 0.7589 -0.3565 0.3493 -0.37 0.25 -2.00
C -1.8081 1.1182 -0.1662 2.47 1.44 -0.91

=====

16
Properties=species:S:1:pos:R:3:forces:R:3 method="wB97M-V/def2-TZVPD" de_lowest_ev=4.279 gap_ev=8.90 mol_weight_g_mol=117.197 total_charge=+1 spin_multiplicity=1
H 0.9853 -1.0416 -1.3393 0.67 -0.92 -0.95
C 1.2337 -0.1740 -0.7899 -2.08 -0.31 1.82
H -0.6630 0.6606 -1.1403 -0.57 0.75 -1.04
N -1.9635 -0.3192 1.1027 -1.34 -0.66 -0.78
H 1.5497 -0.3786 0.2074 1.41 -0.77 0.25
C -0.8918 -0.7665 0.3106 1.44 -4.91 -2.14
S -2.8551 1.7345 2.5211 -0.22 0.60 0.35
H 0.5520 0.9740 1.6297 -0.47 1.13 -2.08
H -0.1150 -1.3963 0.9127 -1.12 1.49 -0.75
H -0.1473 2.4160 0.4011 0.62 -0.56 0.27
H -1.1876 -1.5865 -0.5411 0.21 2.20 2.00
H -2.9202 -0.7189 1.1616 1.19 -0.42 -0.52
H 1.8056 0.5859 -1.2059 0.96 1.09 -1.14
C -1.9259 0.8870 1.6011 2.99 2.07 -0.71
C -0.0237 1.3698 0.7055 -2.83 -0.84 2.49
N -0.0997 0.3533 -0.3850 -0.87 0.05 2.95

=====

49
Properties=species:S:1:pos:R:3:forces:R:3 method="wB97M-V/def2-TZVPD" de_lowest_ev=0.050 gap_ev=9.52 smiles="CCCCCCCCCCCNC(=O)c1ccoc1C" mol_weight_g_mol=279.424 spin_multiplicity=1
N -3.4371 0.6765 1.3127 -0.10 -0.21 0.20
H 3.1511 0.6328 0.0769 0.05 -0.04 0.07
C 1.0620 0.8819 -0.3082 0.00 -0.18 0.03
H 1.7281 -1.6851 -1.2915 -0.09 -0.02 -0.11
H 3.1743 -4.4025 -1.4088 -0.08 0.02 0.06
C 2.2781 -0.0120 -0.0559 -0.18 0.10 -0.27
O -3.3136 4.8791 3.1438 0.15 0.40 -0.17
C 2.5601 -0.9878 -1.1963 0.22 0.00 0.43
C -2.0125 -1.2771 0.8046 0.02 0.30 0.08
C -3.0297 4.2721 1.9779 0.04 -0.87 -0.64
H -3.0506 5.9089 0.6298 -0.02 0.08 -0.05
H -3.6018 0.4556 2.2807 0.02 0.14 -0.04
H -0.8297 0.3088 1.6618 0.07 0.00 0.09
H -4.3281 1.8543 3.7723 -0.11 -0.15 0.15
C 3.7545 -4.7780 -3.4445 -0.18 0.06 0.17
H 2.2821 -3.4638 -2.6077 -0.08 -0.01 0.08
O -2.9125 2.2791 -0.1865 0.08 0.08 -0.23
H -4.1211 -1.0585 0.3956 0.08 0.08 -0.09
H 3.8445 -4.2411 -4.3865 0.03 0.01 -0.13
H -3.0853 0.0049 -0.5815 -0.09 -0.08 0.08
C -3.8571 3.9582 3.9623 -0.27 -0.87 0.23
H 5.2328 -3.0792 -1.9505 0.06 -0.01 -0.09
H 2.1473 -0.5701 0.8732 0.07 -0.01 0.09
H 3.7477 -2.3750 -0.0574 0.05 0.00 0.09
H -2.2144 -1.7556 1.7676 -0.03 -0.10 -0.02
C -3.2248 -0.4280 0.4101 0.08 -0.32 -0.20
H -1.8952 -2.0667 0.0599 -0.02 -0.10 0.01
H -1.0281 0.8846 -0.7135 -0.04 -0.08 -0.09
C -3.9246 2.7517 3.3484 0.03 0.47 0.29
C 4.2330 -2.6763 -2.1331 -0.18 -0.10 0.33
H 4.6647 -1.0610 -0.7913 0.01 0.02 0.10
H 4.2809 -2.0806 -3.0479 0.08 0.02 -0.08
H 2.6417 -0.4309 -2.1328 -0.06 0.01 -0.12
C -3.2149 1.9631 0.9527 -0.10 0.05 0.13
C -0.7120 -0.4792 0.9136 -0.10 -0.15 -0.29
C -2.4123 5.0654 0.8885 -0.04 0.09 0.19
C -0.2792 0.1529 -0.4076 0.11 0.18 0.23
H -2.2843 4.4256 0.0207 -0.01 0.04 0.03
C -3.3829 2.9434 2.0402 0.17 0.88 0.04
H 0.9963 1.6185 0.4968 -0.03 0.11 -0.02
H 0.0662 -1.1575 1.2686 0.03 0.03 0.10
H 3.0572 -5.6011 -3.5843 -0.01 -0.11 -0.09
H -0.2281 -0.6158 -1.1805 -0.05 -0.06 -0.11
H -1.4466 5.4580 1.2052 0.07 0.05 0.00
C 3.2701 -3.8432 -2.3426 0.26 0.08 -0.20
C 3.8507 -1.7705 -0.9621 -0.05 0.04 -0.36
H -4.1500 4.2835 4.9406 -0.02 0.13 0.10
H 1.2242 1.4303 -1.2391 0.04 0.10 0.00
H 4.7288 -5.1926 -3.1940 0.11 -0.06 -0.02

=====

12
Properties=species:S:1:pos:R:3:forces:R:3 method="wB97M-V/def2-TZVPD" de_lowest_ev=0.819 gap_ev=9.11 smiles=Oc1cccs1.Cl mol_weight_g_mol=136.603 spin_multiplicity=1
H 1.3376 -2.4544 -0.7711 0.57 0.41 0.66
H -0.6398 2.6457 -1.2343 -1.10 -1.64 2.04
C -1.6556 -0.0815 0.6052 2.09 3.71 -1.04
H -1.2165 -0.7384 2.7331 -2.46 -3.60 0.99
S 0.0104 1.8642 1.0066 -0.49 -0.52 0.93
C -0.9609 1.8756 -0.3906 2.04 2.52 -3.36
O -0.6327 -0.0565 2.7973 2.34 2.77 -0.50
H -2.1278 -0.9468 0.7545 -2.13 -3.22 0.32
C -1.6973 0.7775 -0.5703 -0.47 -0.99 2.36
C -0.8169 0.4211 1.5406 0.81 1.09 -0.30
Cl 2.1221 -1.9266 0.1378 -0.59 -0.38 -0.65
H -2.4272 0.6200 -1.2991 -0.61 -0.16 -1.44

=====

19
Properties=species:S:1:pos:R:3:forces:R:3 method="wB97M-V/def2-TZVPD" de_lowest_ev=1.336 gap_ev=10.49 smiles="[H]/N=C/N.O.O.O.O" mol_weight_g_mol=116.117 spin_multiplicity=1
H 0.7392 -0.3575 2.3134 0.13 0.47 -0.01
H 2.0689 -1.7982 -1.1722 0.36 0.29 -0.27
O 2.9268 -2.2169 2.5648 0.44 -0.06 0.62
H -5.7186 0.9434 -3.6166 0.28 -0.25 0.57
O -1.6823 1.7477 -1.9252 0.07 0.14 -0.02
H -1.2104 1.8563 -1.0940 0.00 -0.13 0.09
H 2.4143 -2.1340 1.7693 -0.21 0.02 -0.54
O -0.1345 -0.5468 2.6720 -0.17 -0.41 -0.04
N 2.0181 0.8345 0.6331 -0.55 0.53 -0.64
C 2.3948 0.1045 -0.3351 0.57 -1.37 0.72
H 2.2851 1.8036 0.4833 0.39 -0.14 0.28
N 2.0394 -1.2264 -0.3480 -0.05 -0.20 -0.02
H 2.3368 -2.5857 3.2276 -0.10 0.02 -0.02
H 1.2696 -1.4749 0.2355 -0.62 0.11 0.28
H 3.1950 0.2807 -1.0525 -0.32 0.69 -0.37
H -1.6070 2.6110 -2.3442 -0.06 -0.04 -0.06
H -6.5226 0.9079 -2.2277 0.63 -0.27 0.10
H -0.2851 0.0982 3.3663 0.11 0.07 -0.01
O -6.5273 1.1527 -3.1498 -0.89 0.53 -0.66

=====

18
Properties=species:S:1:pos:R:3:forces:R:3 method="wB97M-V/def2-TZVPD" de_lowest_ev=1.743 gap_ev=9.71 mol_weight_g_mol=101.153 spin_multiplicity=1
H -3.1442 1.2390 0.9292 0.61 -0.25 0.78
H 0.1143 0.3898 -1.6811 0.07 -0.59 0.18
C 1.3416 -0.8020 0.4485 -0.33 -1.51 -0.06
N 1.9876 -0.9246 1.5155 0.39 1.36 1.18
N 0.1481 -0.1027 0.4354 -0.67 0.66 -1.38
H -2.0358 -0.2767 -0.7037 -0.74 0.54 -0.10
H 0.1574 1.7275 -0.5907 -0.10 -0.08 -0.05
H 2.8204 -1.4897 1.5981 -0.33 -0.41 -0.82
H 1.8832 -1.1984 -1.5305 -0.26 -0.07 -0.14
C -0.2647 0.7131 -0.7157 -0.26 1.02 0.54
C -1.8104 0.8018 -0.7907 1.15 -1.43 -1.00
N 1.5185 -1.6554 -0.7099 0.65 0.41 0.82
H -1.9879 1.1222 -1.8190 -0.39 -0.09 0.02
H 0.6528 -2.1542 -0.8367 -0.09 0.08 -0.62
H -0.1341 0.4330 1.2346 0.64 -0.36 0.88
C -2.5162 1.7050 0.1873 -0.29 1.65 -0.97
H -3.2519 2.3725 -0.3076 0.27 -0.54 -0.25
H -1.7699 2.4598 0.4811 -0.32 -0.40 0.99

=====

124
Properties=species:S:1:pos:R:3:forces:R:3 method="wB97M-V/def2-TZVPD" de_lowest_ev=5.411 gap_ev=7.01 smiles="O=C1C=CC(=O)C=C1.O=C1C=CC(=O)C=C1.O=C1C=CC(=O)C=C1.O=C1C=CC(=O)C=C1.O=C1C=CC(=O)C=C1.O=C1C=CC(=O)C=C1.O=C1C=CC(=O)C=C1.CC(C)=O.CC(C)=O.CC(C)=O.CC(C)=O" mol_weight_g_mol=988.992 spin_multiplicity=1
C -6.1029 -1.9734 -4.9028 -0.86 -0.87 -0.70
C 5.2698 4.0223 -0.2754 -2.44 -1.24 0.51
C -4.0603 -4.3791 -1.8103 1.24 -1.01 -3.18
H 8.5634 1.1769 -1.3025 -0.82 0.04 -0.37
O 3.0160 0.7377 1.1858 -0.04 -2.28 -0.78
C -1.6302 1.8579 2.6278 -0.22 3.35 0.45
H -2.2247 1.9734 1.7335 -0.17 -0.44 -0.16
C 2.5371 -1.6832 5.4243 1.46 -0.17 3.07
C -0.5051 3.1076 4.4860 0.36 -0.34 1.83
O -1.5710 -0.4894 2.5420 -0.40 -0.42 -0.27
C -4.2418 0.4957 -0.2266 -1.33 -1.23 1.18
H -1.6938 2.7407 -4.6290 -0.22 0.01 0.36
H 9.0490 0.4547 0.0779 -0.14 -0.51 0.59
H 2.0471 -4.9323 3.3410 -0.52 0.17 0.60
H 0.3337 -0.8472 -5.7195 -0.08 0.17 -0.47
C -0.6292 0.5556 4.4315 -0.03 1.06 1.01
H -1.3311 3.4240 0.1240 0.29 -0.18 0.07
O -5.3342 -2.6902 -0.7164 1.60 -0.91 -0.28
H 5.6072 -0.8540 3.3329 0.35 0.03 0.18
O -1.1645 -1.1462 -1.7403 0.84 0.05 1.05
O 7.2843 -1.0862 -1.6772 -0.60 0.96 1.83
H -2.6491 1.2583 -4.8908 0.05 -0.13 0.18
O -6.1238 -0.1533 -3.3873 0.90 -0.95 -0.78
H -3.3800 0.0064 -0.6560 0.30 -0.35 0.24
H 7.1389 -1.4741 1.2372 0.10 -0.63 -0.34
C 3.7500 -1.7220 3.3568 0.88 0.51 -0.16
C -1.3240 0.5319 3.1354 1.25 0.33 0.24
H 5.4876 -1.3598 0.5326 0.36 -0.35 -0.67
C 6.4683 -0.8900 0.6069 -0.24 0.56 1.05
C 7.2303 -0.4509 -0.6210 0.66 -1.27 -1.77
H -1.1829 -3.8078 0.7049 0.34 -0.10 -0.11
C -0.5196 1.0897 -5.2318 -1.51 -0.52 -1.41
H -4.5835 -1.0539 1.1159 -0.73 -0.07 0.37
C 5.6511 5.3930 -0.2720 2.61 1.70 1.29
C 1.9338 -1.2937 0.2721 -0.64 -1.28 -2.69
C 2.9416 4.5462 0.7081 2.08 0.84 -0.54
C 8.1166 0.7404 -0.4092 0.68 0.54 0.18
C 1.3623 -5.3673 2.6130 0.93 0.79 1.71
H -1.7836 3.9381 2.8553 0.45 0.35 -0.03
C -0.6164 -0.4228 -5.3950 1.17 -0.12 0.80
C 2.4735 -2.0266 4.0316 2.98 1.43 0.38
H -0.9722 1.1818 -0.3980 -0.40 -0.16 -0.48
H -0.8824 6.3977 0.4145 0.19 -0.32 0.40
C -2.8359 -4.8940 -2.1342 -0.99 0.94 0.35
O -0.0751 4.1133 5.0537 -0.86 -1.64 -1.34
O 0.2683 1.7493 -5.8709 -0.02 -0.03 0.82
C 4.6598 6.3078 0.1863 -3.84 1.03 0.71
H 2.7404 -6.8448 0.0824 0.13 0.39 -0.43
O -3.9638 2.0832 -1.9582 -0.07 0.53 -0.11
C -0.3279 1.7070 5.0919 -0.27 -1.05 -0.86
H 6.0025 3.3579 -0.7090 -0.22 -0.55 0.24
C 0.9047 -1.6983 -0.5855 1.49 0.49 1.96
H 0.9476 -2.7078 -0.9669 -0.17 -0.15 -0.09
C -6.4459 1.9021 0.7212 1.50 1.05 -1.72
H -1.4289 -0.6907 -6.0704 0.04 0.10 0.02
H -0.7778 -0.8871 -4.4221 -0.43 0.03 0.09
C 1.8628 -6.2842 0.4044 -0.23 -1.72 -0.47
O 1.8829 4.1272 1.1061 -0.30 0.28 -0.01
H 2.7833 -1.9417 0.4295 -0.18 -0.43 0.08
H -4.7952 -4.5674 -2.5791 -0.60 0.04 0.19
C 3.3993 5.9503 0.5685 0.20 1.04 -0.37
H 0.8770 1.8643 0.9007 0.09 0.28 -0.25
C 4.8746 -0.7777 5.4096 0.05 -0.12 0.48
C -5.0125 -0.1285 0.7608 2.32 1.74 -2.58
C -1.3158 4.0366 -0.7774 -0.52 0.00 -0.09
H 1.1105 -6.3715 2.9540 -0.09 0.07 -0.43
H 3.8110 -1.8676 2.2884 -0.04 -0.19 0.02
C -4.5490 1.7856 -0.9512 -0.73 -2.00 2.11
C 0.9054 0.9202 0.3770 -1.63 -1.00 -1.24
O -7.0421 0.0567 2.0615 1.51 0.71 -1.61
O 5.8162 -0.2911 6.0292 -0.97 -0.54 -1.28
H 2.6609 6.7271 0.7017 -0.03 0.16 0.48
H -0.2849 4.3005 -1.0134 -0.02 0.57 0.52
C -4.3169 -3.3667 -0.8149 0.51 -0.32 2.15
O 6.8002 5.8364 -0.3790 -0.83 -1.09 -0.68
H -1.6236 3.4399 -1.6361 -0.49 -0.02 0.20
C -0.1469 0.4856 -0.3736 0.47 2.51 2.02
H 3.8128 2.6218 0.2713 -0.08 -0.16 0.19
O 2.9263 -4.3325 1.1669 0.76 0.77 0.15
O 1.4961 -2.4009 3.4889 -2.48 -1.02 -1.39
H -6.1930 -3.5882 -6.1315 0.42 -0.43 -0.28
C -4.0670 -1.1833 -3.8965 2.50 -2.22 -1.02
C -0.2780 -0.8219 -0.9513 1.05 -0.93 -1.10
H -7.1759 -1.9823 -5.0259 -0.18 0.61 0.29
C -1.9291 -3.8930 -0.0712 -0.58 0.13 0.34
H 1.2518 -7.0241 0.9215 -0.19 -0.10 -0.33
O -0.5216 -5.1031 -1.5670 -1.44 0.71 0.08
C -1.3171 3.0501 3.2556 -0.71 -1.89 -1.24
O -3.4186 -4.1449 -6.0083 -1.13 1.50 0.79
H 7.6495 1.4754 0.2463 0.06 0.16 -0.20
C -5.4659 -0.9860 -4.0153 -2.24 0.74 0.36
H 1.2702 -5.8841 -0.4183 0.31 0.02 -0.16
C -3.1415 -3.3934 0.1905 -0.71 1.11 -0.35
C -1.6368 -4.6452 -1.3134 0.88 -0.39 0.52
O -3.3749 5.1968 -1.1821 1.61 -0.20 1.38
H 6.2999 -0.0623 1.2959 -0.08 0.54 -0.33
C 3.6266 -1.1578 6.0697 -2.52 -0.07 -0.07
H -2.4309 -2.4089 -4.2633 0.30 -0.07 -0.40
C -5.6370 2.4947 -0.2357 -1.98 -0.02 0.68
H 3.5061 -0.8968 7.1107 0.28 -0.27 0.26
H -3.3141 -2.8985 1.1348 -0.01 0.10 0.15
C 4.7906 -1.1363 3.9808 0.49 0.08 -1.45
H -5.8417 3.4786 -0.6314 -0.19 0.29 0.26
C -5.5078 -2.9738 -5.5663 -0.55 0.03 -0.21
C -2.3238 5.1708 -0.5328 -1.32 0.45 -2.24
C 2.1791 -5.2467 1.3855 -0.96 -0.37 -0.69
H -0.4890 -0.4156 4.8827 0.13 -0.06 0.17
H 4.8570 7.3697 0.1933 0.40 0.00 -0.21
H -0.0017 1.5622 6.1112 0.44 0.62 0.07
H 0.4864 -4.7228 2.5393 -0.05 -0.07 0.06
H -2.3223 6.1449 1.4141 -0.06 -0.01 -0.02
C -1.9686 6.3083 0.3961 1.07 0.09 -0.02
H -2.2554 7.3014 0.0503 -0.77 -0.34 -0.16
C -6.2505 0.5356 1.2313 -0.41 -1.05 1.50
H -3.5520 -0.5943 -3.1521 0.35 0.07 -0.07
H -2.6618 -5.4117 -3.0659 -0.22 -0.33 0.00
C 2.1123 0.1004 0.6253 -1.04 2.66 1.35
H -1.6046 1.3843 -3.4259 -0.41 0.11 0.11
C 4.0421 3.6772 0.2638 2.40 -1.94 -1.63
H -7.2824 2.3660 1.2226 -0.05 0.52 -0.32
H 1.7607 -2.1100 6.0418 -0.52 0.47 0.09
C -4.0535 -3.2210 -5.4938 0.15 -0.33 -0.01
C -1.7272 1.6625 -4.4726 1.49 0.44 -0.45
C -3.4446 -2.2201 -4.5845 0.27 1.89 2.29

=====

Repeat the third record exactly.
49
Properties=species:S:1:pos:R:3:forces:R:3 method="wB97M-V/def2-TZVPD" de_lowest_ev=0.050 gap_ev=9.52 smiles="CCCCCCCCCCCNC(=O)c1ccoc1C" mol_weight_g_mol=279.424 spin_multiplicity=1
N -3.4371 0.6765 1.3127 -0.10 -0.21 0.20
H 3.1511 0.6328 0.0769 0.05 -0.04 0.07
C 1.0620 0.8819 -0.3082 0.00 -0.18 0.03
H 1.7281 -1.6851 -1.2915 -0.09 -0.02 -0.11
H 3.1743 -4.4025 -1.4088 -0.08 0.02 0.06
C 2.2781 -0.0120 -0.0559 -0.18 0.10 -0.27
O -3.3136 4.8791 3.1438 0.15 0.40 -0.17
C 2.5601 -0.9878 -1.1963 0.22 0.00 0.43
C -2.0125 -1.2771 0.8046 0.02 0.30 0.08
C -3.0297 4.2721 1.9779 0.04 -0.87 -0.64
H -3.0506 5.9089 0.6298 -0.02 0.08 -0.05
H -3.6018 0.4556 2.2807 0.02 0.14 -0.04
H -0.8297 0.3088 1.6618 0.07 0.00 0.09
H -4.3281 1.8543 3.7723 -0.11 -0.15 0.15
C 3.7545 -4.7780 -3.4445 -0.18 0.06 0.17
H 2.2821 -3.4638 -2.6077 -0.08 -0.01 0.08
O -2.9125 2.2791 -0.1865 0.08 0.08 -0.23
H -4.1211 -1.0585 0.3956 0.08 0.08 -0.09
H 3.8445 -4.2411 -4.3865 0.03 0.01 -0.13
H -3.0853 0.0049 -0.5815 -0.09 -0.08 0.08
C -3.8571 3.9582 3.9623 -0.27 -0.87 0.23
H 5.2328 -3.0792 -1.9505 0.06 -0.01 -0.09
H 2.1473 -0.5701 0.8732 0.07 -0.01 0.09
H 3.7477 -2.3750 -0.0574 0.05 0.00 0.09
H -2.2144 -1.7556 1.7676 -0.03 -0.10 -0.02
C -3.2248 -0.4280 0.4101 0.08 -0.32 -0.20
H -1.8952 -2.0667 0.0599 -0.02 -0.10 0.01
H -1.0281 0.8846 -0.7135 -0.04 -0.08 -0.09
C -3.9246 2.7517 3.3484 0.03 0.47 0.29
C 4.2330 -2.6763 -2.1331 -0.18 -0.10 0.33
H 4.6647 -1.0610 -0.7913 0.01 0.02 0.10
H 4.2809 -2.0806 -3.0479 0.08 0.02 -0.08
H 2.6417 -0.4309 -2.1328 -0.06 0.01 -0.12
C -3.2149 1.9631 0.9527 -0.10 0.05 0.13
C -0.7120 -0.4792 0.9136 -0.10 -0.15 -0.29
C -2.4123 5.0654 0.8885 -0.04 0.09 0.19
C -0.2792 0.1529 -0.4076 0.11 0.18 0.23
H -2.2843 4.4256 0.0207 -0.01 0.04 0.03
C -3.3829 2.9434 2.0402 0.17 0.88 0.04
H 0.9963 1.6185 0.4968 -0.03 0.11 -0.02
H 0.0662 -1.1575 1.2686 0.03 0.03 0.10
H 3.0572 -5.6011 -3.5843 -0.01 -0.11 -0.09
H -0.2281 -0.6158 -1.1805 -0.05 -0.06 -0.11
H -1.4466 5.4580 1.2052 0.07 0.05 0.00
C 3.2701 -3.8432 -2.3426 0.26 0.08 -0.20
C 3.8507 -1.7705 -0.9621 -0.05 0.04 -0.36
H -4.1500 4.2835 4.9406 -0.02 0.13 0.10
H 1.2242 1.4303 -1.2391 0.04 0.10 0.00
H 4.7288 -5.1926 -3.1940 0.11 -0.06 -0.02